(1)
Entry from the Open Molecules 2025 dataset: a cluster of 9 separate species, C34H71BBrNO27P in total at a distorted geometry (the ωB97M-V functional and the def2-TZVPD basis).

Each line ends with the Löwdin charge.
Cartesian coordinates (Å):
H 3.27723 -11.19615 1.69703  0.0964
H 4.77457 4.34601 -2.02788  0.0944
H 4.01887 7.27807 -4.31944  0.0997
H -2.62780 6.10016 4.43268  0.0931
H 8.16766 -2.90610 -9.33172  0.0940
O 3.47134 -11.94165 3.57783  0.0098
O -8.09512 -3.47896 0.78885  0.1452
H -11.96546 1.52140 2.34034  0.1027
C 1.42947 1.28843 2.95868  0.0091
O 5.31305 -6.26216 2.33401  0.0068
H -8.59791 -4.95842 2.93993  0.1005
H 2.43179 -1.88017 0.41543  0.0920
H 4.03786 -2.60390 0.71851  0.0932
O 1.20453 -1.07564 2.60365  0.0638
H 6.50835 1.51792 -6.05451  0.0743
H -8.33312 -0.87214 0.38059  0.0973
C 1.71937 8.02827 -3.28719  -0.6279
C -3.42310 0.51257 1.92665  -0.2509
H -1.70783 0.12061 0.22892  0.1186
C 3.63582 -10.85513 2.66291  -0.0390
O 5.07310 4.70831 -4.00060  -0.0268
H 3.95836 -0.20501 -3.83866  0.1051
H 3.64893 3.48806 -3.09823  0.1062
C -2.84668 4.40872 3.08514  -0.7368
C -2.01671 0.08113 2.35378  -0.1861
C 3.87373 -11.66893 4.81508  -0.6285
C -3.20843 3.28532 4.05940  -0.3123
H -1.49330 6.07078 3.09274  0.0695
O 4.33969 -10.62493 5.19178  0.1157
H -10.51553 0.89439 1.51134  0.0901
H 4.86871 -7.93913 3.49144  0.0883
H 2.29557 1.01875 3.55292  0.0898
C 3.41160 -5.55439 -0.48311  -0.0307
O 2.59027 7.14516 -2.80750  0.0088
C 5.01311 4.19237 -5.22922  -0.6180
O -5.56763 2.20592 0.26849  0.1568
H 3.84906 -13.54186 7.41983  0.0934
H -6.76935 2.57794 2.63353  0.1011
O 1.97084 8.94540 -4.01902  0.1345
H 8.04033 2.41078 -6.12043  0.0964
O 8.05254 0.67846 -7.17755  0.0112
Br -1.75680 3.74473 1.60408  0.8328
H -2.38438 2.59116 4.20640  0.0893
C 5.38685 4.71931 -7.46011  -0.0220
H 0.22103 1.22169 0.74853  0.0994
C -10.73165 3.46875 1.05685  -0.6321
H -5.34317 0.13422 2.95688  0.0954
H 1.62545 2.12616 2.29583  0.0799
O -10.18524 4.68465 1.05302  -0.0051
H 5.33950 2.93599 -2.94060  0.0840
H -6.13621 4.15640 3.00753  0.1098
N 0.17259 0.26807 1.07332  0.0467
C 7.66383 -2.53151 -8.44610  -0.0355
H -7.13228 -5.27699 3.88923  0.0952
O -11.42398 3.00258 0.19660  0.1398
C -5.85956 3.18295 2.60270  -0.1587
H -3.39775 3.75690 5.02448  0.1044
O -6.92665 -1.74885 1.64589  -0.0224
H -4.15778 4.28734 0.03158  0.0910
H -7.12140 -5.55486 2.13629  0.1011
O 5.40194 5.12867 -6.08714  0.0090
H -6.85414 -1.47188 -0.41647  0.1051
O 4.66394 3.07583 -5.50705  0.1172
H -6.79389 -0.01871 0.59431  0.0649
H -2.07653 -0.76935 3.02913  0.1237
C 4.16454 -0.94573 -1.31985  -0.6248
O 3.80421 -1.96376 -1.84826  0.1252
H 4.37936 4.44724 -7.76711  0.1005
H 3.22734 -4.55811 -0.87742  0.0784
H -10.00503 6.41984 0.02004  0.0936
B -5.42659 3.30920 1.07300  -0.7427
H -1.22210 4.97815 4.41521  0.0879
O 4.20483 -7.64288 0.93642  0.1207
H 7.92224 0.94888 -5.12327  0.0995
C 5.72802 -7.40797 3.08680  -0.0305
H 4.68542 -10.58207 2.57841  0.0934
C 3.44605 -1.69029 0.75705  -0.0334
H -1.44807 8.24233 -2.80998  0.0880
H 6.58696 -2.57094 -8.59680  0.0975
C -1.18682 -0.26858 1.10039  -0.1738
H 3.49678 -11.80206 7.40977  0.0964
C -2.00358 5.45038 3.82467  -0.1383
C 4.68214 3.80211 -2.96394  -0.0234
O 4.05525 -0.65538 -0.02532  0.0078
H 0.63685 1.58226 3.64815  0.0733
C -10.87833 1.52544 2.32084  -0.0350
C -10.50692 5.46527 -0.10498  -0.0326
O 6.79108 -1.03413 -6.44135  0.1207
H -1.12246 -1.34864 1.00179  0.1256
C 0.95499 0.05753 2.22483  -0.5188
H 3.04997 -9.99439 2.97833  0.0947
H -0.33315 9.61845 -2.93185  0.0983
O -4.93134 4.48645 0.57290  0.1450
H -10.50945 1.14160 3.26779  0.0914
O 4.73500 0.09074 -1.92961  -0.0004
H -3.72156 4.91065 2.68968  0.0769
H 5.13210 -12.38810 7.00406  0.0974
O 3.67337 -12.74874 5.56678  0.0070
C 4.06658 -12.59660 6.93200  -0.0395
H -3.93948 0.16659 3.98533  0.1022
C -0.52632 8.59934 -3.26048  -0.0438
C -7.42575 -2.99311 1.65521  -0.6266
H -5.92234 2.51430 -0.57379  0.1321
C 4.91721 -0.07465 -3.34175  -0.0247
C -4.39368 0.64488 3.11370  -0.2622
H 4.29932 8.33092 -2.90369  0.1043
H -3.31956 1.43037 1.35387  0.0466
O -10.36490 2.85461 2.18444  -0.0097
C 7.57320 -0.56368 -7.22410  -0.6259
H -0.61703 8.56819 -4.34427  0.0984
H 3.41185 -1.33995 1.77930  0.0801
O 0.50818 7.71977 -2.81438  -0.0051
H -5.37351 2.16169 4.89903  0.0718
H 5.56669 -0.92052 -3.55400  0.1004
H -11.58016 5.62644 -0.17159  0.1020
H 6.33615 -7.03265 3.90381  0.0949
H 6.32479 -8.07587 2.46870  0.0983
O -7.04659 -3.57793 2.78581  0.0024
H 4.53924 6.58782 -2.78020  0.0693
H -3.83470 -0.23520 1.25125  0.1233
O 4.23533 -5.40084 0.67652  -0.0024
C 3.94229 7.35814 -3.23871  -0.0225
C -7.51083 -4.92693 2.93421  -0.0259
C 7.59209 1.42307 -6.04663  -0.0428
H 5.72363 5.57467 -8.03696  0.0972
H -1.55436 0.92032 2.87349  0.0706
H -10.14559 4.97879 -1.00876  0.0969
H 6.06619 3.88436 -7.61906  0.0909
O 8.10015 -1.18040 -8.27628  0.0105
H 3.91938 -6.14695 -1.24102  0.1004
C 4.55072 -6.54415 1.28091  -0.6267
C -7.25587 -0.99619 0.47612  -0.0345
P -4.71522 2.32936 3.67693  1.0601
H 5.38586 0.83408 -3.70698  0.0646
H 2.46039 -6.01431 -0.22082  0.0978
H 7.94394 -3.13616 -7.58601  0.0979

Output
LUMO energy	-2.81	eV
total charge	+1

(2)
Entry from the Open Molecules 2025 dataset: a structure of composition C34H72Cl2O6S2Si2 (the ωB97M-V functional and the def2-TZVPD basis).

Each line ends with the Löwdin charge.
Cartesian coordinates (Å):
C 5.04831 7.05656 -5.00834  -0.2139
H -0.04065 -1.45694 -0.95461  0.0920
C -9.24552 -0.74652 -3.84433  -0.2135
H -4.22594 1.94756 1.15822  0.1004
H -4.35972 -0.40527 -1.40840  0.0650
H 6.90823 -1.40545 4.16965  0.1032
H 3.98990 -0.34080 -0.06434  0.0790
C 2.73021 1.19445 4.82031  -0.1063
H -1.36975 -1.09799 3.72991  0.1014
C -8.32695 -0.72183 -2.61644  -0.2168
H 2.74357 2.28050 4.67105  0.0870
C 6.06700 0.59697 4.12695  -0.1723
Cl 0.36283 -5.15386 -3.86912  0.3494
H 4.18717 8.97444 -4.40133  0.1142
C 5.10602 1.43107 4.98643  -0.2272
C 4.99023 5.63275 -4.44129  -0.2170
H -0.41809 -1.87026 -2.60768  0.1069
Cl 2.07949 -5.69922 -1.15606  0.3572
H -3.61024 -3.03345 4.33234  0.1185
H 5.84918 5.40570 -3.81317  0.1045
H 5.89014 0.79059 3.06199  0.1047
H 4.58865 0.30767 -2.24601  0.0767
H 1.95395 0.12050 -1.43978  0.0759
C 4.80840 -1.59004 3.61479  -0.1944
C -0.32654 -3.56842 -1.23726  -0.2981
H -1.96561 0.44319 5.47347  0.1045
H 2.64281 7.65470 -2.65954  0.1074
H -8.61459 -1.46331 -1.87379  0.1041
H 1.93943 -2.21854 0.36183  0.0727
H 3.21467 2.04130 -1.03494  0.0747
O 3.95523 5.37476 -2.02306  -0.3208
H -3.94711 -1.72099 3.20478  0.0917
C 3.07260 7.29505 -3.59109  -0.2301
H 1.93663 0.95596 5.52699  0.0856
H 3.29583 -0.75758 1.47559  0.0939
C -3.14132 -2.31269 3.65190  -0.2221
C -7.16816 -1.46340 -4.91102  -0.2287
H 5.61828 1.73890 5.90393  0.1191
H -2.14940 -2.41988 1.72915  0.0792
C -2.14181 -1.74841 -1.27117  -0.2017
Si 1.10549 -4.22992 -2.19708  -0.3959
O 3.93960 0.73168 5.36617  -0.2004
H -9.26810 0.24098 -4.30850  0.1164
O 2.53012 4.73118 -3.98317  -0.3237
C -4.41167 -0.17057 0.76026  -0.1870
O 2.14890 -3.12273 -2.75465  -0.3548
H -3.08505 -4.43520 0.93496  0.0556
Si 3.06334 -2.02742 -1.86099  0.5312
H 5.91714 -0.85520 1.09295  0.1083
H 6.31361 -2.70710 2.57746  0.1031
H -3.88521 -1.03115 1.20008  0.0838
H -1.50790 -3.49444 2.95930  0.1086
H 4.50547 7.09960 -5.95417  0.1163
H 4.22203 2.75627 -2.31765  0.0534
H -10.26595 -0.99850 -3.56075  0.1130
C -3.22127 0.96665 2.79268  -0.1987
C 3.39154 2.07908 -2.11689  -0.1241
H -8.26075 0.25953 -2.15428  0.1022
H -1.88792 -0.35051 0.32886  0.0981
H 2.49701 0.69556 3.87004  0.0766
C 3.64579 0.67185 -2.66622  -0.3147
H 6.07660 7.35371 -5.20715  0.1129
H 3.39372 -3.26101 0.25689  0.0607
H -2.76177 1.96323 2.80854  0.1081
H -1.17475 -4.20674 -1.52268  0.0756
O -6.30018 -2.42408 -2.60838  -0.3168
H 2.33293 7.33967 -4.38974  0.1071
O -5.81881 -0.02589 -3.15363  -0.3257
H -2.42579 0.27575 2.50108  0.0862
C 2.95876 -2.29517 -0.02143  -0.2540
H 5.60202 -2.37746 0.27891  0.1079
C -0.67795 -2.10607 -1.57054  -0.2497
H -6.56903 -2.27862 -5.30943  0.1083
H -5.46096 -0.44525 0.62445  0.1043
H 4.69752 -3.35691 2.34850  0.1042
H -6.97003 -0.54530 -5.46258  0.1072
H -1.68185 -2.01374 5.19839  0.1122
H 7.08264 0.94059 4.35428  0.1083
H -3.34885 -0.50340 5.96149  0.1081
C 5.95740 -0.91123 4.38984  -0.1932
C -3.78366 0.08360 -0.62244  -0.1941
C -4.33880 1.02481 1.73274  -0.1884
C -3.27329 -4.27392 2.00024  -0.1010
H -5.29725 1.08391 2.26310  0.1017
H 5.01321 8.10140 -3.11097  0.1189
C 4.37359 7.98457 -3.98805  -0.2216
H -9.13063 -1.69528 -5.81296  0.1145
H -3.87887 1.61117 4.74992  0.1080
H -2.70976 -1.77499 -2.21004  0.1188
H 4.84403 2.35373 4.45162  0.1145
H -4.69745 0.17592 4.17036  0.1023
H -2.99805 -5.20667 2.50023  0.0707
H 4.46965 -2.16724 -2.30444  0.0311
S 3.53125 5.57489 -3.38511  0.6527
C 3.83891 -1.18143 0.62708  -0.2475
H 4.26420 -2.24553 4.30279  0.1128
H 3.70789 0.73815 -3.75513  0.1045
H -1.70799 0.35514 -1.29074  0.1158
C -2.16506 -1.41531 4.41685  -0.2214
S -6.68625 -1.17366 -3.20923  0.6566
C -2.77701 -0.17962 5.08319  -0.2129
H 2.48923 2.51260 -2.55968  0.0672
H 4.09471 -0.81774 3.32210  0.0736
C -2.30719 -0.33934 -0.68772  -0.1973
H 1.77749 -0.37489 -3.11721  0.0787
C 5.21818 -1.70163 1.05131  -0.2102
H -4.34448 -4.10103 2.13212  0.0731
H -0.20195 -3.72221 -0.15825  0.0783
C -2.44240 -3.10234 2.53849  -0.2704
C -3.71646 0.66777 4.21708  -0.2164
H 4.88213 4.87275 -5.21053  0.1024
H -3.83767 1.16127 -0.82031  0.1071
H -8.81464 -2.77865 -4.45805  0.1193
C -8.66088 -1.76490 -4.83325  -0.2208
C 2.49847 -0.29902 -2.29791  -0.2742
H 5.75499 -1.04331 5.45792  0.1083
H -2.58090 -2.49820 -0.60409  0.0968
C 5.26746 -2.42428 2.40725  -0.1963

Output
LUMO energy	0.65	eV
energy above the lowest of the compared OMol25 structures with the same formula, charge and spin	0.000	eV

(3)
Entry from the Open Molecules 2025 dataset: a cluster of 5 separate species, C34H72NO11 in total (the ωB97M-V functional and the def2-TZVPD basis).

Each line ends with the Löwdin charge.
Cartesian coordinates (Å):
O -3.47909 -4.16172 -4.14060  -0.1999
H -0.23896 2.36834 -2.28779  0.1063
H -2.61124 -6.04597 -4.38671  0.0849
H -0.86813 -1.67626 -0.98281  0.0734
H 5.72393 3.47738 4.28045  0.0828
C -3.73350 0.03320 1.96874  -0.0754
H -0.34672 2.70262 4.47444  0.1307
N -2.03154 -1.75836 1.57132  -0.1044
C -2.32627 5.90226 4.75583  -0.1095
H -2.32319 2.21288 1.10140  0.1022
H 1.32201 5.72752 3.94809  0.0903
H -4.10320 -7.01989 -6.73504  0.0890
C 2.59748 -1.74774 0.09021  -0.4884
H -4.85571 -1.99047 3.16025  0.0783
C 6.21790 3.32946 5.24359  -0.1089
O 5.96234 2.04086 5.77141  -0.1863
H 3.24058 0.44606 4.62724  0.1272
C -1.48551 -2.51394 -0.67315  -0.0226
H -2.68880 -2.49358 -4.99460  0.1247
C -3.29478 -0.78900 -0.37640  -0.0708
O 2.55740 -0.80456 -0.87971  -0.0177
H 1.74836 -1.82563 -7.12921  0.0896
H -0.86792 -3.26151 -0.18893  0.0903
H 5.88670 4.10682 5.94074  0.0886
H 1.73048 4.06924 4.43214  0.0802
H 1.39796 2.91062 -0.78724  0.1092
H -1.92647 -2.93362 -1.57852  0.0784
O -2.23486 4.52515 5.07174  -0.1852
C -1.82049 1.88127 -0.93953  -0.1789
C -2.00343 -0.52732 3.68032  -0.0390
H 3.81817 -0.16921 -3.27442  0.0873
C 4.28986 0.75372 4.56795  -0.2093
H -1.25733 0.85428 0.89755  0.0858
H -4.20906 1.03486 0.17808  0.1412
H 0.73853 0.21644 0.41729  0.0928
O 2.14860 -2.83930 -0.13629  0.1135
C -4.31912 -5.95319 -6.70743  -0.1116
H -2.12854 6.45986 5.66974  0.0891
H -4.05374 -3.36014 -0.68825  0.0857
C 0.90656 4.77270 4.26614  -0.1039
H 4.19732 1.22873 -5.31296  0.1273
C 2.59820 1.31495 -6.74817  -0.2078
C 0.67518 2.22338 -0.34994  -0.1806
H -2.80378 -0.57235 -1.31969  0.1044
O -0.83375 -1.31122 1.53489  -0.0318
C -0.77608 3.23271 3.61782  -0.2082
O 2.70652 -0.03880 -7.15330  -0.1890
C 2.61949 0.58347 -0.49731  -0.1617
H -4.45942 -3.00705 0.97865  0.0710
H -0.13516 0.73882 -1.70223  0.1074
H 5.83928 1.78450 1.86712  0.0919
C -3.63181 -3.19257 0.30022  -0.0342
H -2.43297 1.37003 -1.68136  0.0968
H -4.99034 -5.70787 -7.53776  0.0882
H -2.79535 2.80124 4.14914  0.1171
C -2.91133 -1.12213 2.59145  -0.4374
H 3.31191 -0.96974 -4.78537  0.0883
O 4.47291 1.39986 3.31839  -0.2074
H -2.64434 -0.24062 4.51394  0.0895
H -1.59556 6.19111 3.99691  0.0838
H 3.55840 0.78660 0.01579  0.1132
H -3.33202 6.15251 4.40091  0.0885
H -3.73083 -5.84383 -3.02765  0.0894
C 1.41974 1.05872 0.32080  -0.1592
H 0.16908 2.78193 0.43906  0.0974
C -3.79517 -2.19194 3.27935  -0.0196
O -3.08743 -5.26829 -6.83995  -0.1893
H -0.81177 2.53608 2.77455  0.0940
H -1.50988 0.37557 3.33342  0.0581
H 5.65479 0.06439 2.26962  0.0781
C 3.57876 -2.39775 2.22347  0.0772
C 5.69903 1.07778 2.68384  -0.1070
H 3.38376 -0.38669 1.67167  0.0707
H -3.58990 0.90501 2.60739  0.1030
H 1.04735 -0.61591 -6.03431  0.0818
H -4.81386 -5.71418 -5.76326  0.0830
H -2.10786 -5.13556 -2.93470  0.0823
H -2.61752 4.18917 3.06214  0.1273
H -4.32324 -1.04857 -0.63150  0.1203
C -2.94464 -5.35954 -3.60549  -0.1107
H 3.09987 2.60739 -5.12745  0.1243
H 3.17538 1.91649 -7.45732  0.1247
H -3.10661 -4.10801 0.57109  0.0942
H -1.62803 -3.91074 -5.03874  0.1279
H 7.29425 3.41862 5.10741  0.0894
H 2.21687 -0.91194 -3.38673  0.0861
H 0.36183 4.91555 5.20244  0.0856
H 1.72126 1.32149 1.33464  0.1125
C -3.36366 0.44372 0.53586  -0.2773
C -2.62748 -2.04815 0.23826  -0.4560
C -2.66534 -3.57759 -5.14462  -0.2080
O 0.05742 4.31317 3.23150  -0.1878
C -0.36136 1.76030 -1.39066  -0.1833
H -3.57760 -3.17503 2.87413  0.0693
H 3.95758 2.55936 5.68531  0.1193
H -2.12119 2.92723 -0.99529  0.1106
H -4.19939 -3.53017 -6.64867  0.1261
C -3.17027 -3.88623 -6.53682  -0.2070
H 1.55575 1.64642 -6.79373  0.1253
H 3.53841 -3.42036 1.88134  0.0762
C 3.23111 -1.42007 1.39982  -0.0629
H 4.91125 -0.14589 4.62790  0.1239
C 1.50291 -0.77102 -7.01517  -0.1123
C -2.18437 3.68399 3.93206  -0.2050
H -4.80027 -0.18659 2.00253  0.1149
H -1.27214 -1.25069 4.02731  0.0912
H 4.37143 1.14176 6.66286  0.1274
H 6.55114 1.14854 3.36304  0.0873
H 2.66395 1.12075 -1.44194  0.1151
H 3.87147 -2.15790 3.23447  0.0571
H 0.78639 -0.48904 -7.79492  0.0876
C 4.59530 1.67064 5.73151  -0.2035
C -2.12880 1.34041 0.47289  -0.1577
O 2.38824 0.85709 -4.37363  -0.1980
C 3.14797 1.53770 -5.35601  -0.2083
H -3.55507 -2.25014 4.33641  0.0755
H -2.54777 -3.35366 -7.26258  0.1243
C 2.97264 -0.36350 -3.94209  -0.1052

Output
LUMO energy (alpha / beta)	0.66 / 0.65	eV
multiplicity	2

Let's list molecular weight in order: 1047.6; 768.2; 670.9 g/mol.
Let's list energy in order: -6364.5187; -4086.0425; -2220.7959 Eh.